# 1
ORCA calculation (ωB97M-V/def2-TZVPD) on a structure of composition C25H40Br2Cl15N2O2PS.

```
88
Properties=species:S:1:pos:R:3
C -0.01 -2.95 -4.33
C -0.34 -2.48 -2.76
Br -1.03 -0.57 -2.94
C 1.01 -2.37 -1.83
Br 1.64 -0.48 -1.56
C 0.92 -3.10 -0.37
C 2.22 -4.03 0.08
C 2.30 -4.79 1.56
C 3.67 -5.67 1.93
C 4.90 -4.56 2.16
O 5.38 -4.51 3.55
C 1.07 -4.67 2.68
N 0.95 -5.25 4.07
S -0.65 -4.66 4.59
N -1.30 -3.70 3.28
C -0.24 -3.75 2.19
C -0.30 -2.98 0.72
P -1.86 -1.95 0.34
O -3.14 -3.13 0.12
Cl -2.49 -0.76 1.99
H -0.03 -1.98 -5.02
H -0.93 -3.60 -4.66
H 1.03 -3.48 -4.43
H -1.22 -3.11 -2.30
H 1.87 -2.93 -2.44
H 3.18 -4.19 -0.61
H 3.91 -6.38 1.01
H 3.56 -6.25 2.94
H 4.47 -3.50 1.87
H 5.82 -4.77 1.46
H 5.49 -3.56 3.88
H -3.04 -3.90 0.79
Cl 0.47 2.89 1.70
C -1.00 3.81 1.27
C -2.22 2.91 1.12
Cl -2.10 1.86 -0.32
H -0.80 4.37 0.36
H -1.17 4.52 2.08
H -3.12 3.51 0.99
H -2.36 2.26 1.99
Cl -1.81 0.14 -6.34
C -2.89 1.52 -6.02
C -2.12 2.82 -5.84
Cl -1.18 2.84 -4.33
H -3.50 1.28 -5.14
H -3.56 1.60 -6.89
H -2.82 3.66 -5.78
H -1.44 3.01 -6.67
Cl -4.37 5.17 -2.40
C -3.22 6.31 -3.14
C -3.84 7.07 -4.30
Cl -4.14 6.02 -5.71
H -2.33 5.76 -3.44
H -2.93 7.02 -2.35
H -3.15 7.86 -4.64
H -4.78 7.54 -4.02
Cl 3.88 -2.12 5.52
C 2.17 -2.24 6.02
C 1.99 -1.98 7.50
Cl 2.68 -3.28 8.51
H 1.81 -3.24 5.73
H 1.62 -1.50 5.43
H 0.92 -1.93 7.74
H 2.45 -1.03 7.80
Cl 7.93 -6.08 -1.42
C 8.41 -4.44 -1.94
C 8.17 -3.40 -0.86
Cl 6.43 -3.12 -0.58
H 7.87 -4.20 -2.86
H 9.48 -4.49 -2.18
H 8.60 -2.44 -1.16
H 8.62 -3.70 0.09
Cl 0.84 1.36 5.67
C 1.33 2.99 5.15
C 1.09 4.03 6.23
Cl -0.65 4.32 6.51
H 0.79 3.23 4.23
H 2.40 2.94 4.91
H 1.52 4.99 5.93
H 1.54 3.74 7.18
Cl -6.85 5.02 -4.93
C -8.56 4.90 -4.43
C -8.74 5.16 -2.95
Cl -8.05 3.87 -1.94
H -8.92 3.91 -4.71
H -9.11 5.64 -5.02
H -9.81 5.22 -2.71
H -8.28 6.11 -2.64
```

The value obtained for the LUMO energy is -0.0684 Eh. The calculation puts the total energy at -381685.0896 eV. The molecular weight comes out at 1155.25 g mol⁻¹. Its total charge is 0.

***

# 2
ORCA calculation (ωB97M-V/def2-TZVPD) on a structure of composition C25H40BrNOP2Pb.

```
71
Properties=species:S:1:pos:R:3
C 2.08 4.24 -0.23
C 1.10 3.80 -1.17
C 1.48 3.54 -2.51
C 2.85 3.57 -2.80
N 3.76 3.86 -1.89
C 3.41 4.24 -0.66
C -0.24 3.55 -0.77
C -1.33 3.83 -0.24
C -2.41 3.15 0.44
C -2.08 1.79 0.78
C -2.86 1.02 1.64
C -3.77 1.81 2.37
C -4.26 3.05 2.05
C -3.55 3.76 0.98
Pb -1.42 0.91 3.85
P 1.70 -0.44 1.00
H 0.70 3.28 -3.21
H 1.75 4.53 0.77
H 3.19 3.34 -3.82
H 4.21 4.52 0.03
H -3.83 4.76 0.65
H -1.10 1.31 0.33
H -5.14 3.44 2.64
H -3.01 -0.16 1.81
C 2.38 -2.17 1.10
C 3.47 -2.66 0.13
H 1.49 -2.81 1.01
H 2.74 -2.31 2.15
H 3.66 -3.76 0.31
H 3.16 -2.58 -0.91
H 4.42 -2.17 0.28
C 1.70 0.02 -0.80
C 3.00 0.39 -1.52
H 1.04 0.91 -0.83
H 1.17 -0.76 -1.38
H 2.79 0.51 -2.59
H 3.36 1.37 -1.16
H 3.80 -0.35 -1.41
C 2.92 0.73 1.75
C 4.41 0.35 1.79
H 2.57 0.81 2.81
H 2.81 1.74 1.32
H 4.94 1.09 2.41
H 4.56 -0.64 2.25
H 4.88 0.36 0.79
Br -4.18 0.76 4.51
P -1.46 -1.72 -0.40
C -0.46 -2.65 -1.69
C -1.08 -3.88 -2.34
H 0.46 -2.95 -1.17
H -0.17 -1.94 -2.48
H -0.33 -4.32 -3.00
H -1.35 -4.63 -1.57
H -1.95 -3.64 -2.95
C -2.64 -2.95 0.38
C -4.00 -3.16 -0.30
H -2.81 -2.56 1.39
H -2.13 -3.92 0.48
H -4.59 -3.85 0.32
H -4.57 -2.23 -0.40
H -3.90 -3.63 -1.30
C -2.53 -0.56 -1.38
C -3.01 -0.94 -2.77
H -1.94 0.36 -1.52
H -3.38 -0.30 -0.73
H -3.56 -0.07 -3.15
H -2.14 -1.09 -3.44
H -3.68 -1.81 -2.80
O -0.39 -2.06 5.30
H -1.10 -2.45 5.89
H 0.42 -2.57 5.55
```

The value obtained for the LUMO energy (alpha / beta) is -0.5006 / -0.5463 Eh. The calculation puts the total energy at -123930.1338 eV. The molecular weight comes out at 719.65 g mol⁻¹. The energy above the lowest of the compared OMol25 structures with the same formula, charge and spin comes out at 44.5 kcal/mol. Its total charge is +4.

***

# 3
ORCA calculation (ωB97M-V/def2-TZVPD) on a structure of composition C25H40N2O3PV.

```
72
Properties=species:S:1:pos:R:3
V 0.59 -1.05 1.24
O 2.74 -4.15 1.50
C 1.86 -3.44 1.19
O 2.02 -2.06 0.99
C 0.42 -3.81 0.95
C 0.00 -5.13 1.03
C -1.34 -5.38 0.84
C -2.23 -4.32 0.61
C -3.62 -4.53 0.41
C -4.45 -3.47 0.19
C -3.94 -2.16 0.16
C -2.61 -1.91 0.36
C -1.73 -2.99 0.58
N -0.39 -2.77 0.76
H 0.73 -5.91 1.21
H -1.72 -6.39 0.87
H -4.00 -5.54 0.43
H -5.51 -3.63 0.03
H -4.61 -1.33 -0.02
H -2.21 -0.90 0.33
C -2.14 -0.64 3.96
C -0.71 -0.15 3.99
C -0.55 1.34 4.11
O -0.10 -0.57 2.70
H -2.60 -0.43 4.93
H -2.20 -1.71 3.78
H -2.72 -0.11 3.20
H -0.12 -0.69 4.73
H -1.07 1.86 3.30
H 0.50 1.63 4.12
H -0.99 1.67 5.05
C -0.42 3.40 0.26
C -0.52 2.50 -0.99
C -1.85 1.75 -0.84
C -0.55 3.41 -2.23
P 0.91 1.31 -1.04
N 0.54 0.11 0.09
C 1.08 0.37 -2.65
C -0.32 -0.07 -3.14
C 1.90 -0.92 -2.45
C 1.76 1.21 -3.74
C 2.51 2.03 -0.44
C 3.65 1.02 -0.69
C 2.84 3.32 -1.21
C 2.47 2.31 1.07
H -1.33 4.00 0.29
H 0.41 4.09 0.25
H -0.39 2.81 1.18
H -2.65 2.50 -0.89
H -1.92 1.28 0.14
H -2.05 1.01 -1.60
H -1.33 4.15 -2.07
H -0.79 2.87 -3.14
H 0.39 3.95 -2.38
H -0.84 -0.69 -2.41
H -0.16 -0.68 -4.03
H -0.95 0.76 -3.43
H 1.63 -1.47 -1.55
H 2.97 -0.74 -2.44
H 1.69 -1.57 -3.30
H 1.25 2.15 -3.96
H 1.75 0.61 -4.65
H 2.80 1.42 -3.50
H 3.89 0.92 -1.75
H 3.45 0.03 -0.27
H 4.54 1.41 -0.20
H 2.87 3.18 -2.29
H 3.83 3.64 -0.89
H 2.15 4.14 -0.98
H 2.25 1.42 1.66
H 1.79 3.10 1.35
H 3.48 2.63 1.35
```

The value obtained for the LUMO energy is -0.2895 Eh. The calculation puts the total energy at -70661.3640 eV. The molecular weight comes out at 498.52 g mol⁻¹. Its total charge is +2.

***

# 4
ORCA calculation (ωB97M-V/def2-TZVPD) on a structure of composition C25H41AgNOSSi.

```
71
Properties=species:S:1:pos:R:3
Ag 0.06 -0.15 0.07
C 1.77 -2.72 1.20
O 1.72 -1.34 1.39
H 1.78 -3.25 2.17
H 2.67 -3.05 0.65
H 0.90 -3.10 0.63
N 2.13 -0.07 -0.91
S 2.86 0.17 0.48
C 4.30 -0.94 0.63
C 4.91 -1.46 -0.50
C 5.96 -2.37 -0.36
C 6.39 -2.75 0.90
C 5.77 -2.23 2.03
C 4.72 -1.33 1.89
C 4.00 1.60 -0.05
C 3.56 2.49 -1.02
C 4.32 3.59 -1.38
C 5.54 3.82 -0.77
C 5.97 2.96 0.23
C 5.20 1.87 0.59
H 2.70 0.16 -1.71
H 4.57 -1.18 -1.48
H 6.44 -2.78 -1.24
H 7.19 -3.47 1.01
H 6.09 -2.54 3.02
H 4.19 -0.95 2.76
H 2.60 2.33 -1.49
H 3.96 4.27 -2.15
H 6.16 4.67 -1.06
H 6.92 3.14 0.73
H 5.55 1.21 1.38
C -4.71 1.06 1.52
C -3.25 0.60 1.59
C -2.41 1.74 2.20
C -3.15 -0.57 2.57
Si -2.41 0.05 -0.12
C -3.19 -1.71 -0.62
C -2.88 -1.98 -2.10
C -2.46 -2.80 0.17
C -4.70 -1.90 -0.40
C -2.97 1.36 -1.51
C -2.05 1.20 -2.73
C -4.43 1.26 -1.99
C -2.75 2.78 -0.98
H -5.11 1.20 2.54
H -5.34 0.33 1.01
H -4.80 2.01 1.00
H -2.77 1.96 3.22
H -2.47 2.66 1.62
H -1.36 1.44 2.27
H -3.41 -0.24 3.58
H -2.13 -0.97 2.59
H -3.83 -1.38 2.31
H -1.82 -1.83 -2.30
H -3.46 -1.34 -2.76
H -3.13 -3.02 -2.35
H -1.37 -2.69 0.07
H -2.73 -3.80 -0.21
H -2.69 -2.78 1.23
H -5.29 -1.13 -0.91
H -4.95 -1.87 0.66
H -5.02 -2.88 -0.79
H -2.20 0.25 -3.24
H -1.00 1.24 -2.42
H -2.22 2.01 -3.45
H -4.62 0.30 -2.48
H -4.64 2.04 -2.73
H -5.13 1.37 -1.16
H -1.75 2.88 -0.55
H -3.49 3.05 -0.23
H -2.83 3.51 -1.80
```

The value obtained for the LUMO energy is 0.1003 Eh. The calculation puts the total energy at -52839.2382 eV. The molecular weight comes out at 539.63 g mol⁻¹. The energy above the lowest of the compared OMol25 structures with the same formula, charge and spin comes out at 5.2 kcal/mol. Its total charge is -1.

***

# 5
ORCA calculation (ωB97M-V/def2-TZVPD) on a structure of composition C25H41AlBrCl5N5NaO8S2.

```
89
Properties=species:S:1:pos:R:3
C -2.34 4.21 0.69
C -1.40 3.11 0.18
C -0.11 3.02 1.00
C 0.90 2.09 0.27
C 1.39 1.04 1.25
N 1.98 -0.21 0.59
C 1.82 -1.13 1.57
N 2.35 -0.99 2.83
N 1.05 -2.21 1.25
C -0.35 -2.09 1.78
S -1.55 -3.16 1.01
C -2.04 -2.45 -0.57
C -2.87 -1.18 -0.45
C 1.29 -2.29 -0.20
C 1.25 -0.82 -0.55
C 1.60 -0.43 -1.97
C 2.16 0.80 -2.33
C 2.35 1.07 -3.67
C 1.99 0.10 -4.60
N 1.49 -1.09 -4.30
C 1.30 -1.34 -3.01
H -1.84 4.91 1.33
H -2.76 4.72 -0.18
H -3.19 3.79 1.25
H -1.88 2.11 0.12
H -1.10 3.35 -0.83
H 0.29 4.02 1.06
H -0.30 2.66 2.01
H 0.38 1.68 -0.59
H 1.74 2.71 -0.02
H 0.59 0.78 1.95
H 2.18 1.48 1.84
H 1.80 -0.55 3.54
H 3.25 -1.35 3.09
H -0.40 -2.29 2.84
H -0.70 -1.06 1.65
H -1.20 -2.24 -1.23
H -2.64 -3.20 -1.07
H -2.26 -0.31 -0.20
H -3.67 -1.30 0.28
H -3.35 -0.95 -1.40
H 0.73 -3.01 -0.78
H 2.32 -2.63 -0.26
H 0.20 -0.51 -0.46
H 2.45 1.51 -1.58
H 2.76 2.02 -3.98
H 2.13 0.33 -5.65
H 0.88 -2.30 -2.76
Cl -3.68 6.49 1.50
O 0.75 -7.04 -0.29
Cl 0.01 -6.22 -1.23
O 0.66 -4.93 -1.33
O -1.34 -6.05 -0.75
O 0.00 -6.86 -2.51
C -3.84 4.19 4.89
Cl -2.41 4.01 3.88
Cl -5.13 3.09 4.36
H -3.56 3.94 5.94
H -4.19 5.21 4.81
Al -4.17 2.14 1.30
Br -2.13 3.31 7.44
N 0.56 6.25 -0.28
C 1.38 6.50 -1.30
C 1.51 7.74 -1.90
C 0.75 8.79 -1.41
C -0.11 8.55 -0.35
C -0.18 7.27 0.17
H 1.97 5.65 -1.64
H 2.19 7.88 -2.73
H 0.82 9.77 -1.86
H -0.73 9.34 0.06
H -0.84 7.03 0.99
C 1.20 -10.57 1.88
S 1.36 -10.33 0.09
O 0.01 -10.53 -0.46
C 2.29 -11.84 -0.19
H 0.60 -9.75 2.27
H 0.69 -11.52 2.09
H 2.19 -10.57 2.36
H 1.72 -12.70 0.17
H 3.25 -11.78 0.33
H 2.45 -11.93 -1.26
C -1.61 4.84 -3.80
O -0.76 5.41 -4.52
O -1.30 4.85 -2.44
O -2.65 4.28 -4.13
H -0.46 5.34 -2.46
Na 0.01 -8.17 3.13
Cl 4.06 -1.51 -1.57
```

The value obtained for the LUMO energy is -0.2236 Eh. The calculation puts the total energy at -215739.0235 eV. The molecular weight comes out at 910.90 g mol⁻¹. Its total charge is 0.

***

# 6
ORCA calculation (ωB97M-V/def2-TZVPD) on a cluster of 2 separate species, C25H41B2F13N2O6PS in total.

```
91
Properties=species:S:1:pos:R:3
C -2.58 5.89 -1.46
C -1.66 4.53 -1.77
N -1.30 4.38 -3.23
C -2.01 3.23 -3.90
C -1.12 1.84 -4.16
C 0.44 1.80 -3.67
C 0.84 0.53 -2.70
C 0.74 0.84 -1.09
F 0.26 2.23 -0.77
F 2.14 0.78 -0.51
C -0.18 -0.18 -0.22
F -1.66 0.14 -0.27
F 0.20 0.07 1.23
C 0.07 -1.78 -0.49
F 1.47 -2.06 -0.98
F -0.92 -2.18 -1.56
C -0.33 -2.73 0.82
F -1.60 -2.24 1.48
F 0.76 -2.75 1.86
C -0.61 -4.30 0.44
F -1.96 -4.55 -0.18
F -0.68 -5.03 1.76
C 0.58 -5.04 -0.41
F 1.96 -4.75 0.08
F 0.48 -4.86 -1.89
F 0.39 -6.52 -0.17
P -2.25 0.32 -4.00
S -1.49 -1.07 -5.20
O -0.96 1.94 -5.65
C -2.28 2.33 -6.19
O -2.80 1.82 -7.31
C -2.95 3.52 -5.24
C -2.66 4.85 -6.15
B -3.75 6.08 -5.96
O -4.51 6.67 -7.12
O -4.06 6.73 -4.64
B -4.56 3.32 -4.84
O -5.24 3.96 -3.69
O -5.42 2.40 -5.67
C -6.19 1.53 -4.71
H -2.48 6.71 -2.30
H -2.17 6.41 -0.47
H -3.70 5.64 -1.25
H -0.63 4.74 -1.20
H -2.11 3.57 -1.26
H -1.50 5.31 -3.66
H -2.84 2.79 -3.16
H 1.11 1.66 -4.65
H 0.83 2.82 -3.19
H 0.33 -0.50 -3.02
H 2.00 0.34 -2.91
H -3.61 0.50 -4.45
H -2.30 -0.29 -2.70
H -2.76 4.51 -7.29
H -1.56 5.26 -6.04
H -3.99 6.40 -7.95
H -5.05 6.96 -4.67
H -4.57 4.28 -3.01
H -6.36 0.47 -5.18
H -7.21 2.04 -4.40
H -5.52 1.36 -3.74
C 3.27 -3.89 2.99
C 2.19 -3.96 4.07
C 1.99 -2.67 4.87
C 3.26 -1.99 5.41
N 3.72 -2.43 6.82
C 3.57 -3.91 7.16
C 4.76 -4.57 6.50
C 5.87 -3.55 6.55
C 5.24 -2.21 6.93
C 3.00 -1.58 7.87
H 4.27 -3.74 3.41
H 3.30 -4.83 2.43
H 3.06 -3.08 2.28
H 2.42 -4.80 4.73
H 1.24 -4.22 3.58
H 1.26 -2.83 5.66
H 1.52 -1.95 4.18
H 3.07 -0.91 5.48
H 4.10 -2.11 4.73
H 3.65 -4.00 8.25
H 2.59 -4.28 6.85
H 4.54 -4.83 5.46
H 5.03 -5.50 7.00
H 6.38 -3.48 5.58
H 6.63 -3.83 7.29
H 5.54 -1.38 6.29
H 5.47 -1.97 7.97
H 1.92 -1.77 7.77
H 3.24 -0.53 7.69
H 3.35 -1.88 8.86
```

The value obtained for the LUMO energy is -0.1003 Eh. The calculation puts the total energy at -98644.2557 eV. The molecular weight comes out at 797.25 g mol⁻¹. Its total charge is +1.

***

F_max for every record listed, in sequence, given in eV/A: 6.8 4.0 0.9 1.9 2.0 9.0.